Model A:
A 2-piece molecular cluster, C3H3N3O overall, computed with ωB97M-V with the def2-TZVPD basis set.

The geometry in XYZ format:
```
10
C3H3N3O, DFT ωB97M-V with the def2-TZVPD basis set
N 2.199 -0.402 0.730
C 1.112 -0.684 0.276
C -0.091 -1.075 -0.127
C -1.282 -0.485 0.489
O -1.265 0.393 1.328
H 2.700 0.399 0.354
H -0.180 -1.809 -0.918
H -2.240 -0.901 0.116
N 0.047 2.125 -1.051
N -0.999 2.439 -1.196
```

Values from the calculation:
HOMO energy = -9.7 eV
molar mass = 97.08 g mol⁻¹
multiplicity = 1
SMILES string = N=C=CC=O.N#N

Atomic partial charges in e from the Löwdin method, atoms 1 to 2: N 0.197; C -0.169



Model B:
A single C3H3N3O molecule, computed with ωB97M-V with the def2-TZVPD basis set.

The geometry in XYZ format:
```
10
C3H3N3O, DFT ωB97M-V with the def2-TZVPD basis set
O 2.527 0.456 -0.648
C 1.472 -0.065 -0.437
C 0.178 0.707 -0.079
N -0.895 0.112 -0.819
C -1.517 -0.563 0.064
N -0.996 -0.418 1.402
N -0.026 0.367 1.334
H 1.310 -1.162 -0.458
H 0.314 1.779 -0.240
H -2.366 -1.213 -0.118
```

Values from the calculation:
HOMO energy = -10.6 eV
molar mass = 97.08 g mol⁻¹
multiplicity = 1
SMILES string = O=C[C@H]1N=CN=N1

Atomic partial charges in e from the Löwdin method, atoms 1 to 2: O 0.095; C -0.207



Model C:
A single C3H3N3O molecule, computed with ωB97M-V with the def2-TZVPD basis set.

The geometry in XYZ format:
```
10
C3H3N3O, DFT ωB97M-V with the def2-TZVPD basis set
N -0.496 2.290 -0.329
C -0.954 1.231 -0.461
N -1.376 -0.043 -0.514
N -0.907 -0.959 0.408
C 0.332 -0.896 0.711
C 1.414 -0.116 0.010
O 1.418 0.039 -1.187
H -2.334 -0.211 -0.779
H 0.653 -1.577 1.499
H 2.250 0.242 0.642
```

Values from the calculation:
HOMO energy = -9.9 eV
molar mass = 97.08 g mol⁻¹
multiplicity = 1
SMILES string = N#CN/N=C\C=O

Atomic partial charges in e from the Löwdin method, atoms 1 to 2: N 0.174; C -0.310



Model D:
A single C3H3N3O molecule, computed with ωB97M-V with the def2-TZVPD basis set.

The geometry in XYZ format:
```
10
C3H3N3O, DFT ωB97M-V with the def2-TZVPD basis set
O -1.643 -1.549 -0.994
C -0.593 -1.546 -0.333
C 0.026 -0.252 0.098
C 1.295 0.376 0.346
N 1.171 1.599 0.342
N -0.040 2.092 -0.062
N -0.750 0.786 0.092
H -0.097 -2.427 0.192
H 2.269 -0.036 0.472
H -1.638 0.957 -0.154
```

Values from the calculation:
HOMO energy = -9.8 eV
molar mass = 97.08 g mol⁻¹
multiplicity = 1
SMILES string = O=Cc1cnn[nH]1

Atomic partial charges in e from the Löwdin method, atoms 1 to 2: O 0.047; C -0.158



Stability verdict: model A, ahead by 33.8 kcal/mol



Model A:
C3H4O2S as an isolated structure, computed with ωB97M-V with the def2-TZVPD basis set.

The geometry in XYZ format:
```
10
C3H4O2S, DFT ωB97M-V with the def2-TZVPD basis set
C 1.540 0.941 -1.382
C -0.125 0.892 -0.210
C 0.408 -0.279 -1.014
O 2.491 1.139 -2.056
O 0.887 1.812 -0.566
S 1.211 -1.685 -0.222
H -1.206 1.253 -0.465
H -0.121 0.722 0.936
H -0.073 -0.612 -1.847
H 1.835 -0.809 0.606
```

Values from the calculation:
HOMO energy = -9.5 eV
molar mass = 104.13 g mol⁻¹
multiplicity = 1

Atomic partial charges in e from the Löwdin method, atoms 1 to 2: C -0.446; C -0.224



Model B:
A single C3H4O2S molecule, computed with ωB97M-V with the def2-TZVPD basis set.

The geometry in XYZ format:
```
10
C3H4O2S, DFT ωB97M-V with the def2-TZVPD basis set
C 0.799 1.198 0.176
C 0.289 -0.270 0.028
O 1.130 -1.177 -0.415
C -1.065 -0.642 0.079
O -0.990 -1.869 0.292
S -2.442 0.130 -0.182
H 1.890 1.424 0.054
H 0.276 1.533 -0.797
H 0.130 1.626 0.916
H -0.018 -1.953 -0.151
```

Values from the calculation:
HOMO energy = -9.3 eV
molar mass = 104.13 g mol⁻¹
multiplicity = 1
SMILES string = CC(=O)C(O)=S

Atomic partial charges in e from the Löwdin method, atoms 1 to 2: C 0.014; C -0.325



Stability verdict: model A, ahead by 24.1 kcal/mol